[1]
Density functional theory data (ωB97M-V/def2-TZVPD) for a 15-piece molecular cluster, C45H61FN15O6P overall.

Values from the calculation:
Total energy in eV: -94292.2272
Net charge: 0
Frontier orbital gap in eV: 7.59
HOMO in eV: -8.4

Cartesian coordinates (Å):
C (4.6123, -1.2345, -0.7895)
C (3.0814, -1.0018, -0.8142)
O (2.3394, -1.7517, -0.2188)
N (2.6520, 0.1191, -1.5925)
C (2.7665, 1.3639, -0.7529)
C (1.2667, -0.0714, -2.0600)
C (0.8286, 0.9564, -3.1255)
C (-0.5923, 0.7063, -3.7100)
C (-1.0209, -0.7892, -3.7701)
C (-1.6172, -1.3145, -2.4415)
C (-2.6438, -0.5444, -1.8432)
C (-3.2081, -0.9518, -0.6079)
P (-4.5098, 0.1005, 0.1325)
O (-5.5549, -0.6994, 0.7864)
O (-3.9116, 1.1897, 1.1758)
O (-5.2234, 0.9004, -1.1055)
C (-2.7208, -2.1419, -0.0177)
F (-3.2404, -2.5040, 1.1704)
C (-1.7032, -2.9180, -0.6039)
C (-1.1387, -2.5081, -1.8560)
C (-0.0734, -3.4095, -2.4394)
O (0.0925, -3.6167, -3.6213)
C (0.8385, -4.1657, -1.4606)
C (0.3029, -4.4946, -0.2721)
C (-1.1537, -4.1846, 0.0606)
O (-1.7906, -4.8748, 0.8160)
H (4.8244, -2.3011, -0.6106)
H (5.0282, -0.6026, 0.0129)
H (5.0639, -0.9240, -1.7436)
H (3.1480, 1.0409, 0.2445)
H (3.4826, 2.0238, -1.2762)
H (1.7792, 1.8423, -0.6483)
H (1.1918, -1.1127, -2.4299)
H (0.6124, -0.0229, -1.1546)
H (1.6328, 1.0388, -3.8780)
H (0.7915, 1.9436, -2.6140)
H (-1.3857, 1.3042, -3.2254)
H (-0.5694, 1.0636, -4.7599)
H (-0.2233, -1.4328, -4.1681)
H (-1.8652, -0.8521, -4.5017)
H (-2.9752, 0.3837, -2.3194)
H (-3.0547, 0.9055, 1.5489)
H (-4.7452, 1.7245, -1.2905)
H (1.8689, -4.4086, -1.7423)
H (0.9525, -5.0064, 0.4505)
C (-2.3683, 1.6537, -7.9995)
C (-2.6773, 0.9772, -6.7328)
N (-2.9160, 0.4403, -5.7456)
H (-3.2865, 1.8343, -8.5541)
H (-1.8830, 2.6063, -7.7987)
H (-1.7035, 1.0326, -8.6007)
C (-5.5083, 3.9583, -5.1211)
C (-4.6657, 4.1158, -6.3143)
N (-4.0074, 4.2389, -7.2462)
H (-6.3388, 3.2897, -5.3410)
H (-4.9192, 3.5388, -4.3075)
H (-5.9011, 4.9267, -4.8158)
C (-2.5525, 3.8970, 4.1123)
C (-1.9873, 2.8551, 3.2444)
N (-1.5466, 2.0358, 2.5718)
H (-1.8162, 4.6832, 4.2722)
H (-3.4371, 4.3256, 3.6441)
H (-2.8296, 3.4668, 5.0745)
C (2.9789, 5.3852, 0.6731)
C (2.0584, 5.1078, -0.4378)
N (1.3396, 4.8861, -1.3060)
H (4.0035, 5.4074, 0.3058)
H (2.7378, 6.3491, 1.1203)
H (2.8879, 4.6059, 1.4294)
C (1.2961, 1.5201, 4.3551)
C (2.1315, 1.6560, 3.1559)
N (2.7845, 1.7624, 2.2175)
H (0.4229, 0.9105, 4.1276)
H (1.8657, 1.0467, 5.1506)
H (0.9679, 2.5017, 4.6912)
C (-4.7035, -6.1275, 1.7023)
C (-5.7030, -7.0864, 2.2023)
N (-6.5132, -7.8111, 2.5940)
H (-3.9530, -5.9431, 2.4685)
H (-4.2133, -6.5294, 0.8177)
H (-5.1841, -5.1822, 1.4435)
C (-10.3845, -5.5367, 3.4175)
C (-9.1032, -6.2568, 3.3341)
N (-8.0989, -6.8219, 3.2689)
H (-10.2112, -4.4645, 3.3398)
H (-11.0407, -5.8507, 2.6069)
H (-10.8666, -5.7518, 4.3696)
C (-2.6689, -0.0201, 5.8101)
C (-2.6411, 0.9823, 6.8844)
N (-2.6196, 1.7701, 7.7192)
H (-2.4578, -1.0082, 6.2151)
H (-3.6516, -0.0322, 5.3406)
H (-1.9191, 0.2247, 5.0588)
C (-0.8534, 7.8807, -0.5628)
C (-0.2219, 8.3033, 0.6949)
N (0.2731, 8.6335, 1.6768)
H (-0.2973, 7.0472, -0.9925)
H (-1.8783, 7.5651, -0.3747)
H (-0.8600, 8.7072, -1.2714)
C (3.4770, -7.5995, 0.8233)
C (3.9350, -6.2368, 0.5140)
N (4.2864, -5.1678, 0.2784)
H (4.0373, -8.3208, 0.2310)
H (3.6309, -7.8097, 1.8803)
H (2.4171, -7.6949, 0.5917)
C (4.1555, 0.2588, 8.1103)
C (3.3845, 1.4047, 7.6073)
N (2.7833, 2.3001, 7.2145)
H (4.8793, -0.0567, 7.3606)
H (4.6836, 0.5400, 9.0197)
H (3.4847, -0.5702, 8.3295)
C (8.3339, 1.3452, 0.7882)
C (7.4311, 1.0653, -0.3426)
N (6.7258, 0.8471, -1.2224)
H (9.3638, 1.3779, 0.4359)
H (8.0800, 2.2995, 1.2338)
H (8.2389, 0.5666, 1.5383)
C (-1.8518, -2.5138, -7.8684)
C (-1.3529, -2.0877, -9.1837)
N (-0.9637, -1.7550, -10.2112)
H (-1.2440, -3.3326, -7.4866)
H (-1.8046, -1.6804, -7.1689)
H (-2.8844, -2.8478, -7.9542)
C (11.6751, 2.6478, 3.5589)
C (10.2588, 2.3062, 3.3644)
N (9.1525, 2.0394, 3.2124)
H (11.7620, 3.4737, 4.2628)
H (12.2119, 1.7862, 3.9521)
H (12.1187, 2.9411, 2.6088)

Atom charges from the Mulliken analysis, given in e for atoms 1 to 99:
1 C -0.97
2 C 0.42
3 O -0.57
4 N 0.24
5 C -0.64
6 C -0.18
7 C -0.88
8 C -0.33
9 C -0.55
10 C 0.02
11 C -0.52
12 C -0.07
13 P 1.08
14 O -0.73
15 O -0.47
16 O -0.50
17 C 0.25
18 F -0.46
19 C 0.36
20 C 1.27
21 C 0.07
22 O -0.56
23 C -0.50
24 C -0.41
25 C -0.33
26 O -0.49
27 H 0.28
28 H 0.16
29 H 0.37
30 H 0.36
31 H 0.22
32 H 0.18
33 H 0.09
34 H 0.26
35 H 0.30
36 H 0.08
37 H 0.31
38 H 0.30
39 H 0.50
40 H 0.29
41 H 0.40
42 H 0.32
43 H 0.27
44 H 0.42
45 H 0.40
46 C -1.10
47 C 0.49
48 N -0.46
49 H 0.34
50 H 0.33
51 H 0.34
52 C -0.65
53 C 0.36
54 N -0.40
55 H 0.27
56 H 0.12
57 H 0.32
58 C -0.83
59 C 0.46
60 N -0.49
61 H 0.31
62 H 0.32
63 H 0.23
64 C -0.67
65 C 0.42
66 N -0.48
67 H 0.27
68 H 0.31
69 H 0.15
70 C -0.40
71 C 0.44
72 N -0.49
73 H -0.06
74 H 0.12
75 H 0.26
76 C -0.43
77 C 0.06
78 N -0.31
79 H 0.25
80 H 0.25
81 H 0.22
82 C -0.87
83 C 0.29
84 N -0.21
85 H 0.25
86 H 0.25
87 H 0.26
88 C -0.50
89 C 0.32
90 N -0.42
91 H 0.35
92 H 0.27
93 H -0.01
94 C -0.56
95 C 0.32
96 N -0.40
97 H 0.12
98 H 0.24
99 H 0.26

=====

[2]
Density functional theory data (ωB97M-V/def2-TZVPD) for C45H64BrI2KN8O5P2Se as an isolated structure.

Values from the calculation:
Total energy in eV: -256356.5896
Net charge: -2
Relative energy (zero: lowest compared OMol25 entry of this formula, charge and spin) in eV: 0.888
Frontier orbital gap (alpha / beta) in eV: 5.29 / 4.91
HOMO (alpha / beta) in eV: -1.7 / -1.3

Cartesian coordinates (Å):
K (0.2162, 0.5002, 0.4572)
Br (-1.0492, -2.1242, -9.4398)
C (0.3989, -1.4288, -8.3872)
C (0.2105, -0.2773, -7.6366)
C (1.2562, 0.2339, -6.9074)
C (2.5445, -0.3610, -6.9423)
C (2.6792, -1.5534, -7.6972)
C (1.6246, -2.0784, -8.4027)
N (3.6491, 0.3004, -6.5717)
N (3.8390, 1.1925, -5.6862)
C (3.3395, 1.2529, -4.4450)
C (3.4002, 2.5343, -3.8456)
C (2.8514, 2.8128, -2.6282)
C (2.2274, 1.8113, -1.8184)
O (1.6388, 2.0543, -0.7455)
C (2.3727, 0.4415, -2.3162)
N (2.0458, -0.5235, -1.4569)
C (2.2223, -1.7758, -1.7959)
C (2.7740, -2.1595, -3.0197)
C (3.1038, -1.1838, -3.9294)
C (2.8874, 0.1657, -3.6126)
H (-0.7522, 0.2165, -7.6338)
H (1.1204, 1.1401, -6.3345)
H (3.6390, -2.0499, -7.7114)
H (1.7406, -2.9859, -8.9803)
H (3.8423, 3.3213, -4.4436)
H (2.8464, 3.8256, -2.2491)
H (1.9277, -2.5046, -1.0537)
H (2.9525, -3.2038, -3.2357)
H (3.5736, -1.4561, -4.8661)
I (-0.1537, 4.8809, 0.8897)
C (-1.5171, 4.5625, 2.5257)
I (-1.4246, 2.9880, 4.6369)
H (-2.4424, 4.1704, 2.1279)
H (-1.6515, 5.5004, 3.0476)
C (-5.5199, -0.3620, -2.1774)
C (-4.1054, -0.4416, -2.7374)
O (-3.4758, 0.8170, -2.6704)
P (-2.1182, 1.0338, -1.7118)
O (-0.9055, 0.8483, -2.7553)
C (-0.5548, 1.7895, -3.7588)
C (-1.5161, 1.7632, -4.9369)
O (-2.2127, 2.6522, -1.7580)
C (-3.2347, 3.3252, -1.0517)
C (-3.3569, 4.7319, -1.6149)
H (-6.0269, -1.3143, -2.3134)
H (-6.0783, 0.4187, -2.6908)
H (-5.4816, -0.1326, -1.1148)
H (-4.1306, -0.7438, -3.7924)
H (-3.5275, -1.1836, -2.1812)
H (0.4539, 1.5096, -4.0727)
H (-0.5092, 2.7901, -3.3248)
H (-1.5798, 0.7481, -5.3221)
H (-1.1608, 2.4290, -5.7206)
H (-2.5043, 2.0848, -4.6194)
H (-2.9757, 3.3636, 0.0095)
H (-4.1855, 2.7925, -1.1630)
H (-2.3910, 5.2262, -1.5727)
H (-4.0772, 5.3010, -1.0332)
H (-3.6812, 4.6928, -2.6515)
O (1.2600, -0.1392, 2.4249)
P (1.9126, 0.2016, 3.6925)
N (0.8694, -0.0652, 4.9730)
C (1.2621, 0.0570, 6.3693)
C (0.2230, -0.7527, 7.1475)
C (-0.1908, -1.8223, 6.1444)
C (-0.2206, -1.0296, 4.8450)
N (2.5917, 1.7164, 3.7140)
C (3.2384, 2.3062, 4.8662)
C (2.3862, 3.5273, 5.1877)
C (2.0429, 4.0521, 3.7962)
C (2.0066, 2.7939, 2.9162)
N (3.2883, -0.7382, 4.1035)
C (3.1654, -2.1454, 3.7399)
C (4.3545, -2.4292, 2.8260)
C (5.4218, -1.5331, 3.4403)
C (4.6280, -0.2687, 3.7526)
H (1.2550, 1.1054, 6.6818)
H (2.2710, -0.3550, 6.5176)
H (-0.6337, -0.1195, 7.3834)
H (0.6306, -1.1597, 8.0734)
H (-1.1535, -2.2742, 6.3717)
H (0.5673, -2.6072, 6.0924)
H (-1.1776, -0.5072, 4.7384)
H (-0.0783, -1.6630, 3.9694)
H (4.2500, 2.6310, 4.5807)
H (3.3197, 1.5897, 5.6811)
H (2.9126, 4.2548, 5.8043)
H (1.4766, 3.2191, 5.7021)
H (2.8094, 4.7478, 3.4481)
H (1.0884, 4.5688, 3.7954)
H (2.5879, 2.9367, 2.0018)
H (0.9938, 2.5226, 2.6267)
H (2.2084, -2.3347, 3.2482)
H (3.2300, -2.7686, 4.6446)
H (4.1301, -2.0960, 1.8131)
H (4.6377, -3.4801, 2.8067)
H (6.2667, -1.3394, 2.7817)
H (5.7919, -1.9788, 4.3673)
H (4.5926, 0.3912, 2.8798)
H (5.0646, 0.2866, 4.5895)
Se (-1.0472, -2.0485, 1.6888)
N (-1.9848, -0.6086, 1.1684)
C (-3.2216, -0.7143, 1.6588)
C (-4.2450, 0.2096, 1.4265)
C (-5.5214, -0.0598, 1.8714)
C (-5.8009, -1.2240, 2.5883)
C (-4.8133, -2.1508, 2.8513)
C (-3.5082, -1.9311, 2.3970)
N (-2.4840, -2.7690, 2.5663)
H (-4.0188, 1.1145, 0.8749)
H (-6.3237, 0.6351, 1.6532)
H (-6.8112, -1.3941, 2.9430)
H (-5.0276, -3.0594, 3.3989)
C (-1.1389, -3.2048, -2.2435)
C (-1.4643, -3.6581, -0.8091)
C (-2.9453, -3.4019, -0.5324)
C (-1.2117, -5.1674, -0.6748)
C (-0.5435, -2.8682, 0.1124)
H (-1.7650, -3.7310, -2.9652)
H (-0.0956, -3.4032, -2.4806)
H (-1.3034, -2.1322, -2.3377)
H (-3.5656, -3.8499, -1.3120)
H (-3.1479, -2.3337, -0.4868)
H (-3.2319, -3.8403, 0.4222)
H (-1.8426, -5.7318, -1.3636)
H (-1.4420, -5.4772, 0.3442)
H (-0.1691, -5.4051, -0.8847)
H (0.3168, -3.4750, 0.4298)

Atom charges from the Mulliken analysis, given in e for atoms 1 to 99:
1 K 0.77
2 Br -0.28
3 C 0.05
4 C -0.57
5 C 0.05
6 C 0.20
7 C -0.48
8 C -0.42
9 N -0.77
10 N -0.48
11 C 0.36
12 C -0.16
13 C -0.96
14 C 0.01
15 O -0.11
16 C -0.07
17 N 0.22
18 C -0.28
19 C -1.18
20 C -0.85
21 C 0.89
22 H 0.46
23 H 0.23
24 H 0.41
25 H 0.39
26 H 0.40
27 H 0.42
28 H 0.49
29 H 0.47
30 H 0.52
31 I -0.20
32 C -1.12
33 I -0.47
34 H 0.45
35 H 0.50
36 C -1.24
37 C 0.32
38 O -0.28
39 P -0.49
40 O 0.48
41 C 1.19
42 C -1.28
43 O -0.02
44 C 0.23
45 C -1.62
46 H 0.44
47 H 0.37
48 H 0.09
49 H 0.33
50 H -0.39
51 H -0.91
52 H 0.24
53 H 0.05
54 H 0.52
55 H 0.38
56 H -0.11
57 H 0.29
58 H 0.25
59 H 0.40
60 H 0.38
61 O 0.41
62 P -1.31
63 N 0.84
64 C -0.41
65 C -0.75
66 C -0.87
67 C 0.85
68 N 0.55
69 C -0.79
70 C -0.60
71 C -0.45
72 C 0.26
73 N 0.18
74 C -0.04
75 C -0.52
76 C -0.69
77 C -0.53
78 H -0.08
79 H 0.48
80 H 0.31
81 H 0.41
82 H 0.39
83 H 0.29
84 H 0.26
85 H -0.97
86 H 0.35
87 H 0.49
88 H 0.49
89 H -0.03
90 H 0.25
91 H 0.23
92 H -0.08
93 H -0.41
94 H -0.07
95 H 0.27
96 H 0.07
97 H 0.46
98 H 0.37
99 H 0.33

=====

no.,maximum force (eV/Å)
1,4.97
2,2.30